(1)
The following is a DFT calculation (ωB97M-V/def2-TZVPD) of a 9-piece molecular cluster, C37H71BCl16N overall in a non-equilibrium geometry.

Geometry as XYZ:
```
126
Properties=species:S:1:pos:R:3
C 2.388 8.050 2.365
C 1.339 9.093 2.773
C -0.093 8.630 2.436
C -1.135 8.909 3.525
C -0.861 8.251 4.874
C -1.178 6.736 4.885
C 0.084 5.872 4.972
C -0.093 4.436 4.438
C 0.915 4.140 3.312
C 1.036 2.629 3.062
C 1.519 2.311 1.628
C 2.917 1.642 1.546
C 2.731 0.144 1.224
C 2.379 -0.049 -0.264
C 3.049 -1.272 -0.910
C 2.400 -1.696 -2.233
B 3.431 -2.674 -3.061
C 2.820 -3.233 -4.441
C 1.508 -3.697 -4.569
C 0.990 -4.187 -5.750
N 1.701 -4.298 -6.873
C 2.957 -3.857 -6.774
C 3.548 -3.337 -5.639
H 2.519 8.046 1.282
H 2.087 7.044 2.659
H 3.354 8.279 2.819
H 1.446 9.341 3.830
H 1.569 10.006 2.217
H -0.083 7.568 2.171
H -0.410 9.169 1.540
H -1.186 9.995 3.662
H -2.114 8.604 3.143
H 0.188 8.364 5.158
H -1.436 8.745 5.660
H -1.783 6.453 4.020
H -1.799 6.552 5.770
H 0.842 6.358 4.350
H 0.492 5.899 5.986
H 0.147 3.735 5.245
H -1.120 4.238 4.129
H 0.583 4.649 2.403
H 1.870 4.566 3.630
H 1.767 2.229 3.769
H 0.061 2.185 3.278
H 0.798 1.687 1.099
H 1.569 3.265 1.097
H 3.449 1.776 2.491
H 3.457 2.122 0.729
H 1.890 -0.192 1.836
H 3.640 -0.394 1.504
H 1.299 -0.202 -0.338
H 2.639 0.845 -0.832
H 3.034 -2.102 -0.196
H 4.105 -1.029 -1.078
H 2.180 -0.799 -2.824
H 1.484 -2.232 -1.952
H 3.647 -3.662 -2.347
H 4.515 -2.116 -3.232
H 0.850 -3.651 -3.706
H -0.037 -4.546 -5.771
H 3.560 -3.933 -7.678
H 4.579 -3.005 -5.661
Cl 2.068 -6.279 -3.964
C 2.311 -8.032 -3.727
C 2.873 -8.376 -2.371
Cl 4.564 -7.835 -2.183
H 2.959 -8.386 -4.526
H 1.333 -8.498 -3.842
H 2.871 -9.457 -2.234
H 2.287 -7.926 -1.574
Cl -0.191 8.553 9.843
C 0.251 6.934 9.239
C 1.743 6.729 9.194
Cl 2.518 7.736 7.947
H -0.194 6.813 8.253
H -0.198 6.208 9.915
H 1.960 5.691 8.946
H 2.207 6.962 10.149
Cl 0.597 -10.052 0.188
C -0.893 -9.179 0.641
C -1.418 -8.332 -0.487
Cl -0.363 -6.943 -0.842
H -0.675 -8.581 1.522
H -1.629 -9.935 0.907
H -2.394 -7.931 -0.215
H -1.524 -8.914 -1.399
Cl -0.736 -9.302 -9.544
C -0.692 -7.775 -8.609
C 0.687 -7.430 -8.121
Cl 1.263 -8.554 -6.862
H -1.390 -7.876 -7.782
H -1.048 -6.990 -9.273
H 0.689 -6.433 -7.675
H 1.413 -7.439 -8.930
Cl -2.189 -12.999 2.182
C -2.872 -13.835 0.763
C -2.459 -13.183 -0.530
Cl -3.199 -11.574 -0.730
H -3.954 -13.849 0.873
H -2.505 -14.860 0.788
H -2.786 -13.792 -1.371
H -1.380 -13.061 -0.588
Cl -1.172 -0.373 -3.697
C -1.659 1.261 -3.181
C -0.551 2.268 -3.335
Cl 0.772 1.978 -2.180
H -1.985 1.200 -2.144
H -2.509 1.561 -3.792
H -0.941 3.265 -3.130
H -0.136 2.257 -4.340
Cl -2.355 5.086 1.391
C -3.933 5.856 1.691
C -4.402 6.666 0.511
Cl -3.399 8.119 0.256
H -3.840 6.472 2.584
H -4.644 5.057 1.894
H -5.421 7.009 0.685
H -4.383 6.080 -0.405
Cl -6.794 3.950 -1.306
C -6.653 2.289 -1.946
C -5.230 1.925 -2.276
Cl -4.606 2.837 -3.674
H -7.295 2.214 -2.820
H -7.031 1.619 -1.176
H -5.171 0.869 -2.535
H -4.567 2.112 -1.434
```

Values from the calculation:
- LUMO: 1.590 eV
- HOMO level: -4.73 eV
- Charge: -1
- Multiplicity: 1
- Orbital gap: 0.2322 hartree

(2)
The following is a DFT calculation (ωB97M-V/def2-TZVPD) of a 4-piece molecular cluster, C37H72FN5O7 overall in a non-equilibrium geometry.

Geometry as XYZ:
```
122
Properties=species:S:1:pos:R:3
C 8.642 -2.646 -3.519
O 7.444 -2.010 -3.113
C 7.695 -0.802 -2.388
C 7.178 0.431 -3.203
C 6.066 1.244 -2.470
C 4.878 1.553 -3.439
C 4.396 3.033 -3.384
C 3.253 3.196 -2.364
N 1.997 2.494 -2.717
C 1.675 2.071 -3.937
C 0.473 1.447 -4.229
C -0.439 1.232 -3.204
C -1.761 0.546 -3.361
C -1.900 -0.840 -3.492
C -3.153 -1.389 -3.589
N -4.267 -0.643 -3.548
C -5.575 -1.324 -3.610
C -5.916 -1.904 -2.184
F -5.006 -1.399 -1.262
C -4.165 0.686 -3.446
C -2.943 1.303 -3.345
C -0.102 1.693 -1.908
C 1.110 2.293 -1.718
H 9.216 -3.078 -2.680
H 9.315 -1.976 -4.086
H 8.372 -3.469 -4.195
H 8.787 -0.716 -2.291
H 7.208 -0.863 -1.400
H 6.833 0.017 -4.162
H 8.051 1.075 -3.384
H 6.467 2.205 -2.112
H 5.748 0.633 -1.612
H 5.193 1.329 -4.468
H 4.019 0.913 -3.169
H 4.050 3.423 -4.356
H 5.231 3.686 -3.086
H 3.608 2.823 -1.390
H 3.093 4.278 -2.223
H 2.395 2.224 -4.740
H 0.243 1.135 -5.248
H -1.033 -1.499 -3.517
H -3.292 -2.467 -3.679
H -5.514 -2.175 -4.295
H -6.386 -0.637 -3.868
H -5.865 -3.000 -2.153
H -6.929 -1.620 -1.867
H -5.066 1.300 -3.438
H -2.901 2.388 -3.252
H -0.803 1.538 -1.089
H 1.378 2.626 -0.714
C -8.049 -0.551 6.246
O -7.899 -1.629 5.335
C -8.724 -1.514 4.182
C -7.869 -1.325 2.943
N -7.240 -0.008 2.936
C -6.234 0.159 1.895
C -4.966 -0.690 1.998
O -4.151 -0.369 3.107
C -4.472 -1.062 4.308
H -7.459 -0.780 7.132
H -7.679 0.385 5.816
H -9.094 -0.433 6.545
H -9.460 -0.712 4.283
H -9.271 -2.457 4.088
H -8.498 -1.426 2.053
H -7.119 -2.126 2.930
H -6.799 0.147 3.834
H -5.933 1.211 1.919
H -6.703 -0.013 0.918
H -4.359 -0.470 1.112
H -5.175 -1.764 1.960
H -4.871 -2.060 4.116
H -5.177 -0.484 4.911
H -3.555 -1.163 4.888
C -5.333 -4.472 1.950
O -4.680 -4.678 3.185
C -5.448 -5.457 4.107
C -4.766 -6.785 4.369
N -4.831 -7.643 3.190
C -4.009 -8.849 3.287
C -2.494 -8.663 3.339
O -1.937 -8.140 2.141
C -1.908 -6.729 2.063
H -4.721 -3.790 1.358
H -5.434 -5.412 1.397
H -6.318 -4.019 2.100
H -6.475 -5.601 3.760
H -5.489 -4.893 5.042
H -5.262 -7.284 5.205
H -3.727 -6.577 4.657
H -4.525 -7.114 2.384
H -4.240 -9.455 2.408
H -4.328 -9.427 4.159
H -2.052 -9.655 3.461
H -2.169 -8.079 4.208
H -1.789 -6.261 3.043
H -2.810 -6.348 1.574
H -1.057 -6.447 1.440
C 4.446 6.272 -0.555
O 5.489 5.954 -1.459
C 5.981 7.090 -2.180
C 7.415 7.386 -1.790
N 7.487 7.900 -0.427
C 8.850 8.003 0.097
C 9.621 6.702 0.313
O 9.082 5.877 1.334
C 8.079 4.977 0.911
H 4.076 5.336 -0.133
H 4.805 6.899 0.265
H 3.622 6.776 -1.071
H 5.343 7.967 -2.038
H 5.954 6.828 -3.242
H 7.827 8.130 -2.477
H 7.992 6.458 -1.900
H 6.958 7.288 0.181
H 8.774 8.510 1.062
H 9.431 8.659 -0.557
H 10.622 6.977 0.655
H 9.762 6.135 -0.614
H 8.228 4.646 -0.122
H 7.085 5.420 1.023
H 8.120 4.102 1.562
```

Values from the calculation:
- LUMO: -7.184 eV
- HOMO level: -11.26 eV
- Charge: +2
- Multiplicity: 1
- Orbital gap: 0.1498 hartree

(3)
The following is a DFT calculation (ωB97M-V/def2-TZVPD) of a 3-piece molecular cluster, C37H77BN3O5 overall in a non-equilibrium geometry.

Geometry as XYZ:
```
123
Properties=species:S:1:pos:R:3
C -3.418 -0.656 -3.166
O -4.046 -0.413 -4.416
C -3.142 -0.370 -5.506
C -2.849 -1.768 -6.066
C -1.366 -1.979 -6.467
C -0.757 -3.200 -5.791
C 0.762 -3.312 -5.934
C 1.544 -2.206 -5.230
C 1.773 -2.484 -3.723
C 3.255 -2.634 -3.384
C 3.570 -2.646 -1.883
C 5.001 -2.167 -1.607
C 5.518 -2.629 -0.231
C 4.937 -1.829 0.942
B 4.731 -2.648 2.370
C 5.824 -3.842 2.616
O 5.365 -4.745 3.670
C 6.303 -4.979 4.679
C 4.903 -1.579 3.672
C 3.611 -0.942 3.965
O 2.835 -1.260 4.868
N 3.236 0.104 3.020
C 3.280 1.417 3.641
C 1.950 -0.188 2.387
H -3.369 0.273 -2.600
H -4.023 -1.382 -2.628
H -2.424 -1.084 -3.295
H -3.596 0.262 -6.267
H -2.214 0.107 -5.185
H -3.476 -1.960 -6.933
H -3.098 -2.478 -5.281
H -1.280 -2.096 -7.548
H -0.813 -1.075 -6.218
H -1.217 -4.082 -6.241
H -1.017 -3.223 -4.730
H 1.091 -4.287 -5.574
H 0.995 -3.299 -7.004
H 2.511 -2.096 -5.719
H 1.036 -1.250 -5.333
H 1.216 -3.376 -3.439
H 1.387 -1.649 -3.139
H 3.654 -3.540 -3.843
H 3.776 -1.788 -3.840
H 2.859 -2.012 -1.357
H 3.483 -3.668 -1.515
H 5.638 -2.624 -2.372
H 5.048 -1.080 -1.659
H 5.279 -3.690 -0.152
H 6.605 -2.519 -0.236
H 3.945 -1.486 0.626
H 5.512 -0.908 1.080
H 3.589 -3.096 2.420
H 6.000 -4.479 1.746
H 6.776 -3.410 2.944
H 7.314 -5.101 4.280
H 6.279 -4.182 5.429
H 6.034 -5.913 5.179
H 5.260 -2.099 4.562
H 5.625 -0.797 3.417
H 2.681 2.120 3.069
H 4.305 1.795 3.623
H 2.959 1.397 4.689
H 1.813 -1.265 2.350
H 1.107 0.266 2.917
H 1.976 0.185 1.362
C 4.478 8.671 2.842
C 3.860 7.328 2.390
C 2.373 7.504 2.073
C 1.494 7.661 3.312
C 1.742 6.525 4.303
C 3.216 6.366 4.673
N 4.047 6.276 3.435
O 3.992 5.089 2.927
C 3.671 7.532 5.569
C 3.408 5.092 5.490
C 4.596 6.901 1.125
H 5.335 8.507 3.495
H 4.834 9.233 1.980
H 3.770 9.316 3.361
H 2.025 6.634 1.508
H 2.256 8.370 1.417
H 1.668 8.630 3.789
H 0.444 7.658 3.012
H 1.163 6.687 5.215
H 1.380 5.590 3.865
H 4.748 7.490 5.737
H 3.179 7.457 6.539
H 3.425 8.515 5.173
H 3.026 4.212 4.977
H 2.872 5.188 6.433
H 4.463 4.926 5.711
H 5.653 6.720 1.328
H 4.520 7.697 0.385
H 4.174 5.999 0.688
C -6.959 -1.094 -1.934
C -7.746 -2.361 -2.333
C -9.233 -2.037 -2.489
C -9.958 -1.822 -1.160
C -9.718 -2.996 -0.211
C -8.236 -3.305 -0.004
N -7.559 -3.449 -1.326
O -7.770 -4.617 -1.840
C -7.574 -2.204 0.846
C -8.081 -4.603 0.780
C -7.186 -2.821 -3.674
H -6.060 -1.351 -1.373
H -6.634 -0.549 -2.820
H -7.543 -0.392 -1.340
H -9.723 -2.857 -3.025
H -9.333 -1.150 -3.118
H -9.638 -0.885 -0.696
H -11.029 -1.717 -1.345
H -10.177 -2.795 0.759
H -10.216 -3.883 -0.616
H -6.495 -2.352 0.895
H -7.963 -2.248 1.863
H -7.764 -1.197 0.486
H -8.602 -5.432 0.307
H -8.499 -4.471 1.777
H -7.029 -4.873 0.883
H -6.136 -3.104 -3.586
H -7.258 -2.002 -4.389
H -7.736 -3.668 -4.081
```

Values from the calculation:
- LUMO (alpha / beta): 1.991 / 1.674 eV
- HOMO level (alpha / beta): -4.75 / -4.75 eV
- <S²>: 2.01
- Charge: -1
- Multiplicity: 3
- Orbital gap (alpha / beta): 0.2478 / 0.2361 hartree